The following is a quantum chemistry calculation of 5 unconnected molecules or ions with the total composition C4H16O4, from the Open Molecules 2025 dataset.

As for the HOMO energy: -9.81 eV. Its molar mass is 128.2 g/mol. The strongest force on any atom comes out at 0.026 hartree/bohr. The spin multiplicity is 1. For the orbital gap, the calculation gives 10.21 eV. For the total energy, the calculation gives -462.9084 hartree. The energy relative to the best compared isomer or geometry (same formula, charge and spin) is 1.4584 eV.

The geometry in XYZ format:
```
24
Properties=species:S:1:pos:R:3:forces:R:3
C 1.1121 -2.6417 -0.7901 0.5 -0.7 0.0
C -0.0911 -2.4870 -0.2598 -0.1 0.5 -0.4
C -1.4089 -2.4889 -0.9881 0.2 -0.1 0.7
C -2.4285 -1.4852 -0.4692 0.1 1.3 -0.3
H 2.0180 -2.6964 -0.1959 -0.2 0.2 0.3
H 1.3104 -2.9057 -1.8235 -0.4 0.3 -0.2
H -0.1846 -2.3240 0.8064 0.1 0.0 0.2
H -1.3042 -2.3466 -2.0563 0.2 -0.1 -0.2
H -1.8180 -3.4779 -0.8246 -0.2 -0.4 -0.1
H -3.4183 -1.7946 -0.7631 -0.4 -0.1 0.1
H -2.4291 -1.2472 0.5991 0.1 -0.6 0.0
H -2.2900 -0.4922 -0.9307 0.1 -0.3 -0.1
O 2.8653 4.1088 2.1012 -0.2 0.0 0.1
H 2.3427 3.3002 2.0462 0.1 0.0 -0.1
H 2.2384 4.7683 2.4169 0.1 0.0 0.0
O -2.3241 1.6405 -6.3306 0.3 0.0 -0.1
H -1.5864 2.2621 -6.3309 -0.2 0.0 0.0
H -1.9403 0.8413 -6.7080 -0.1 0.0 0.0
O 1.3849 -0.3038 6.7886 0.1 0.2 0.2
H 1.8439 0.3432 6.2322 -0.3 -0.6 0.0
H 1.0821 -1.0473 6.2559 0.2 0.3 -0.2
O 0.6968 1.7333 -0.3875 0.5 0.1 0.1
H 0.2259 2.5277 -0.6530 -0.2 -0.2 0.0
H 0.0647 1.0412 -0.1821 -0.2 0.1 -0.1
```
Positions in Å, forces in eV/Å.

***

The following is a quantum chemistry calculation of a molecular structure, C4H17BBrIN8O4, from the Open Molecules 2025 dataset.

As for the HOMO energy: -9.75 eV. Its molar mass is 458.9 g/mol. The strongest force on any atom comes out at 0.005 hartree/bohr. The spin multiplicity is 1. For the orbital gap, the calculation gives 9.33 eV. For the total energy, the calculation gives -3798.3815 hartree. The energy relative to the best compared isomer or geometry (same formula, charge and spin) is 0.0000 eV.

The geometry in XYZ format:
```
36
Properties=species:S:1:pos:R:3:forces:R:3
Br -0.9248 -1.7276 -0.8817 -0.1 -0.1 0.2
B -0.5631 -1.7455 -2.7307 -0.1 -0.1 -0.1
I 1.3610 -1.2924 -3.4335 0.2 0.0 -0.1
H -1.4224 -2.0082 -3.4926 0.0 0.0 0.0
C 2.2311 -1.1861 -8.3177 0.0 0.0 0.0
O 2.2995 -0.8809 -9.4934 0.0 0.0 0.0
N 2.5995 -2.4227 -7.8573 0.1 0.0 0.0
N 1.7825 -0.3279 -7.3533 0.0 0.0 0.0
H 2.5309 -2.6945 -6.8952 0.0 0.0 0.0
H 2.9302 -3.0823 -8.5361 0.0 0.0 0.0
H 1.4888 0.5841 -7.6488 0.0 0.0 0.0
H 1.7381 -0.5754 -6.3827 -0.1 0.0 0.0
C -3.7877 1.4932 -2.3767 0.0 0.0 0.0
O -3.6858 0.9159 -3.4459 0.0 0.0 0.0
N -3.0028 1.1786 -1.3062 0.0 0.0 -0.1
N -4.6919 2.4984 -2.1714 0.0 0.1 0.0
H -3.0498 1.6328 -0.4141 0.0 0.0 0.0
H -2.3536 0.4273 -1.4456 0.0 0.0 0.2
H -5.2822 2.7463 -2.9429 0.0 0.0 0.0
H -4.7943 2.9761 -1.2969 0.0 0.0 0.0
C -0.1266 -0.7644 3.0571 0.1 0.0 -0.1
O -1.2793 -0.7165 2.6522 -0.1 0.0 0.0
N 0.2624 -0.2511 4.2528 -0.2 -0.1 0.1
N 0.8618 -1.3506 2.3119 -0.1 0.0 0.0
H 1.2107 -0.1956 4.5783 0.0 0.2 -0.1
H -0.4356 0.2383 4.7811 0.1 0.1 0.0
H 0.5628 -1.7349 1.4359 0.2 0.0 0.0
H 1.8262 -1.3803 2.5806 0.0 0.0 0.0
C 1.5846 1.2398 7.3298 0.0 0.1 0.0
O 1.8100 1.3502 6.1345 0.0 -0.1 0.0
N 1.8142 0.0837 8.0178 0.0 -0.1 0.0
N 1.0805 2.2700 8.0681 0.0 0.0 0.0
H 1.6289 -0.0195 8.9971 0.0 0.0 0.0
H 2.1932 -0.6926 7.5088 0.0 0.0 0.0
H 0.9056 3.1333 7.5882 0.0 0.0 0.0
H 0.8896 2.2051 9.0495 0.0 0.0 0.0
```
Positions in Å, forces in eV/Å.

***

The following is a quantum chemistry calculation of 3 unconnected molecules or ions with the total composition C4H17N2O2, from the Open Molecules 2025 dataset.

As for the HOMO energy (alpha / beta): -2.71 / -9.03 eV. Its molar mass is 125.2 g/mol. The strongest force on any atom comes out at 0.018 hartree/bohr. The spin multiplicity is 2. The expectation value of S² is 0.750. For the orbital gap (alpha / beta), the calculation gives 3.46 / 9.55 eV. For the total energy, the calculation gives -422.4437 hartree. The energy relative to the best compared isomer or geometry (same formula, charge and spin) is 1.2173 eV.

The geometry in XYZ format:
```
25
Properties=species:S:1:pos:R:3:forces:R:3
N 1.3074 -0.4742 0.7226 -0.2 0.4 0.0
C 0.3755 -1.4402 0.0686 0.0 0.0 -0.1
C -1.0391 -1.2388 0.5764 -0.4 0.5 -0.5
N -1.3759 0.1835 0.6345 0.0 -0.6 0.7
C -2.4165 0.5304 1.6110 0.3 0.0 -0.2
C -1.6014 0.7857 -0.6482 -0.6 0.2 -0.6
H 1.8965 -0.0195 -0.0034 0.1 0.1 0.1
H 1.9802 -0.8466 1.4363 -0.2 -0.3 -0.1
H 0.7031 0.2410 1.1688 0.3 0.1 -0.2
H 0.7335 -2.4457 0.2084 0.1 -0.3 0.2
H 0.4317 -1.2424 -0.9938 0.0 0.1 -0.1
H -1.1515 -1.6564 1.5630 0.0 -0.2 0.4
H -1.7318 -1.7550 -0.1003 0.0 -0.3 0.0
H -3.3309 0.8305 1.1036 -0.2 0.1 -0.1
H -2.0756 1.3620 2.2353 -0.1 -0.1 0.0
H -2.6696 -0.3192 2.2466 0.2 0.1 0.0
H -2.5964 0.5895 -1.1046 0.1 -0.3 0.4
H -0.8857 0.4316 -1.3918 0.2 0.4 0.2
H -1.5624 1.8659 -0.5247 0.3 0.1 -0.2
H 2.6339 -1.7614 -2.1495 0.1 0.0 0.0
H 3.8919 -1.5086 -1.3053 0.0 0.0 0.1
O 2.9444 -1.6849 -1.2350 -0.1 -0.1 -0.1
H 1.5340 3.6028 -1.1527 -0.3 -0.2 0.0
H 0.0537 3.3572 -1.5410 0.1 0.1 0.0
O 0.8317 2.9340 -1.1646 0.2 0.0 0.1
```
Positions in Å, forces in eV/Å.

***

The following is a quantum chemistry calculation of 3 unconnected molecules or ions with the total composition C4H17N2O2, from the Open Molecules 2025 dataset.

As for the HOMO energy: -12.80 eV. Its molar mass is 125.2 g/mol. The strongest force on any atom comes out at 0.027 hartree/bohr. The spin multiplicity is 1. As for the total charge: +1. For the orbital gap, the calculation gives 9.91 eV. For the total energy, the calculation gives -422.3519 hartree. The energy relative to the best compared isomer or geometry (same formula, charge and spin) is 1.1108 eV.

The geometry in XYZ format:
```
25
Properties=species:S:1:pos:R:3:forces:R:3
C -0.2371 -0.7639 0.0989 -0.8 -0.2 -0.5
N 0.6216 0.3703 0.5221 0.3 -0.3 0.3
C 1.2005 0.2358 1.8722 0.4 -0.1 0.5
C -1.6572 -0.5523 0.5973 -0.4 -0.4 -0.1
N -2.0893 0.8004 0.3085 1.3 0.0 0.0
C -2.4112 1.0481 -1.1047 -0.9 -0.9 0.6
H -0.2510 -0.7410 -0.9873 0.1 0.1 -0.1
H 0.1676 -1.7305 0.3883 0.2 0.3 0.2
H 1.3113 0.5176 -0.1969 0.7 0.3 -0.3
H 1.6997 -0.7258 1.9448 -0.1 -0.1 0.1
H 1.9147 1.0199 2.0960 0.1 0.2 -0.4
H 0.4217 0.3421 2.6166 -0.3 -0.3 0.0
H -2.2888 -1.3055 0.1043 0.1 0.0 0.0
H -1.7112 -0.7993 1.6564 -0.1 0.4 0.2
H 0.0500 1.2090 0.5082 -0.8 0.4 -0.2
H -2.7865 1.1326 0.9530 -0.2 0.0 -0.2
H -1.9619 0.3453 -1.8039 0.4 -0.2 0.3
H -3.4742 0.8582 -1.2171 -0.3 0.5 -0.4
H -2.1144 2.0270 -1.4112 -0.1 0.7 -0.1
H 1.2054 2.1241 -2.6794 0.3 -0.1 0.0
H 2.6312 1.5978 -2.3082 -0.2 0.2 -0.2
O 1.7644 1.8269 -1.9503 -0.1 -0.3 0.4
H 2.5691 -3.3778 0.6550 0.1 -0.1 0.0
H 2.3762 -2.3715 -0.4857 0.3 -0.1 -0.3
O 1.9054 -2.8679 0.1835 -0.2 0.1 0.3
```
Positions in Å, forces in eV/Å.